{
  "formula": "C2H6N2O4",
  "method": "wB97M-V/def2-TZVPD",
  "max_force_ev_per_a": 4.0,
  "spin_multiplicity": 1,
  "de_lowest_kcal_mol": 141.1,
  "smiles": "CO[C@](N)(O)[N+](=O)[O-]",
  "total_energy_ha": -490.11437,
  "e_homo_ev": -10.12,
  "charge": 0,
  "species": ["O", "H", "H", "O", "O", "H", "H", "H", "N", "C", "N", "O", "H", "C"],
  "xyz": [[0.50, 2.05, 1.50], [-1.13, 1.75, 0.12], [-1.28, 0.16, 1.95], [0.87, -0.39, -0.81], [2.16, 0.69, 1.17], [0.59, -2.16, -1.86], [-0.24, -1.03, 1.77], [-0.86, -1.38, -1.21], [-0.92, -0.54, 1.23], [0.13, 0.34, 0.05], [1.09, 1.12, 0.95], [-0.78, 1.13, -0.46], [-0.14, -0.60, -2.67], [0.01, -1.13, -1.75]]
}